No. 1
C21H20F6N5O4S2Zn | ωB97M-V with the def2-TZVPD basis set

XYZ file:
```
59
Properties=species:S:1:pos:R:3:lowdin_charge:R:1
Zn -0.098 -0.329 0.241 0.6054
C -0.716 2.690 0.945 -0.1524
C -0.039 2.351 2.272 -0.0922
C -0.536 1.088 2.923 -0.2562
C -1.316 1.145 4.066 0.0046
C -1.609 -0.019 4.758 -0.0199
C -1.045 -1.202 4.316 -0.0263
C -0.331 -1.191 3.134 -0.1124
N -0.125 -0.084 2.406 0.0744
N -0.217 1.862 -0.170 -0.1836
C -1.125 1.983 -1.322 -0.1205
C -1.056 0.809 -2.266 -0.2528
C -1.771 0.832 -3.454 0.0000
C -1.698 -0.261 -4.300 -0.0251
C -0.889 -1.330 -3.943 -0.0254
C -0.225 -1.279 -2.734 -0.1034
N -0.318 -0.239 -1.898 0.0723
C 1.159 2.249 -0.541 -0.0940
C 2.253 1.270 -0.157 -0.2365
C 3.583 1.668 -0.178 -0.0001
C 4.572 0.734 0.078 -0.0258
C 4.207 -0.577 0.353 -0.0271
C 2.864 -0.891 0.379 -0.0810
N 1.912 0.015 0.132 0.0500
H -0.549 3.750 0.716 0.1332
H -1.789 2.534 1.048 0.1323
H -0.201 3.179 2.960 0.1262
H 1.039 2.255 2.118 0.1212
H -1.671 2.104 4.421 0.1243
H -2.237 0.003 5.638 0.1232
H -1.166 -2.127 4.862 0.1216
H 0.122 -2.094 2.756 0.0980
H -0.927 2.905 -1.881 0.1435
H -2.149 2.042 -0.954 0.1330
H -2.382 1.691 -3.698 0.1277
H -2.257 -0.274 -5.225 0.1213
H -0.784 -2.193 -4.584 0.1211
H 0.404 -2.097 -2.411 0.1140
H 1.404 3.225 -0.114 0.1358
H 1.220 2.358 -1.628 0.1427
H 3.839 2.696 -0.400 0.1263
H 5.614 1.023 0.064 0.1211
H 4.948 -1.340 0.543 0.1174
H 2.513 -1.892 0.595 0.1137
F -5.052 -0.551 -0.572 0.1578
C -4.267 -1.625 -0.567 -0.6679
F -3.640 -1.696 -1.739 0.1474
F -4.993 -2.711 -0.377 0.1753
S -3.021 -1.425 0.803 0.6402
O -2.124 -0.415 0.227 -0.3287
O -3.747 -1.039 1.959 -0.2219
N -2.307 -2.807 0.993 -0.2611
S -1.114 -3.250 0.061 0.6553
O 0.077 -2.406 0.239 -0.3437
O -1.440 -3.576 -1.286 -0.2336
C -0.677 -4.830 0.927 -0.6763
F -0.159 -4.540 2.125 0.1410
F -1.759 -5.572 1.073 0.1756
F 0.224 -5.479 0.208 0.1705
```

## Properties
**HOMO energy**: -12.546 eV
**Net charge**: +1
**Frontier orbital gap**: 10.11 eV
**Molecular weight**: 649.93 g/mol
**LUMO**: -2.4 eV

No. 2
C4H9N2 | ωB97M-V with the def2-TZVPD basis set

XYZ file:
```
15
Properties=species:S:1:pos:R:3:lowdin_charge:R:1
C 1.667 -1.185 0.900 0.1532
C 1.084 -0.263 0.246 -0.0354
C -1.258 0.107 0.001 -0.1831
C 0.442 1.539 -1.204 0.0084
N -1.442 -1.058 0.614 0.0537
N 0.262 0.429 -0.356 -0.0470
H 1.967 -2.202 0.861 0.1026
H 2.244 -0.800 1.690 0.0909
H -1.599 0.909 0.723 0.1696
H 1.421 1.680 -1.533 0.1041
H -0.018 1.405 -2.118 0.0882
H -0.069 2.366 -0.789 0.1108
H -1.697 -1.982 0.312 0.1213
H -1.314 -1.089 1.631 0.1246
H -1.691 0.145 -0.979 0.1379
```

## Properties
**HOMO energy**: -14.574 eV
**Net charge**: +1
**Frontier orbital gap**: 10.44 eV
**Molecular weight**: 85.13 g/mol
**Relative energy (zero: lowest compared OMol25 entry of this formula, charge and spin)**: 3.448 eV
**LUMO**: -4.1 eV

No. 3
C6H8N2O | ωB97M-V with the def2-TZVPD basis set

XYZ file:
```
17
Properties=species:S:1:pos:R:3:lowdin_charge:R:1
C 0.172 -2.085 -0.690 -0.0091
C 0.038 -0.625 -0.708 -0.4935
C -1.072 0.152 -0.036 -0.1898
C -0.674 1.406 0.566 -0.2022
C 0.423 1.395 1.579 -0.0563
C 1.221 0.202 -0.235 -0.3481
H -0.860 -2.367 -1.231 0.1362
H 0.938 -2.469 -1.336 0.0697
H 0.272 -2.587 0.314 0.1049
H -0.535 0.908 -1.940 0.1681
H -1.962 -0.535 0.195 0.1754
H -1.269 2.314 0.533 0.1411
H 0.425 2.307 2.228 0.1212
H 0.629 0.550 2.145 0.0955
N -0.862 0.023 -1.441 0.0827
N 0.773 1.604 0.101 0.0864
O 2.343 -0.195 -0.045 0.1177
```

## Properties
**HOMO energy**: -9.506 eV
**Frontier orbital gap**: 10.43 eV
**Molecular weight**: 124.14 g/mol
**Relative energy (zero: lowest compared OMol25 entry of this formula, charge and spin)**: 3.151 eV
**LUMO**: 0.9 eV

No. 4
C18H22N3O8P2Pt | ωB97M-V with the def2-TZVPD basis set

XYZ file:
```
54
Properties=species:S:1:pos:R:3:lowdin_charge:R:1
Pt -0.231 -0.316 -0.152 1.5030
C 0.408 -2.116 3.870 0.0117
C 1.772 -1.977 4.068 0.0234
C 2.565 -1.489 3.038 0.0449
C 1.973 -1.134 1.845 -0.1823
N 0.639 -1.240 1.679 0.0029
C -0.131 -1.736 2.655 -0.0820
C 2.713 -0.705 0.643 -0.1707
C 4.087 -0.577 0.549 0.0571
C 4.644 -0.264 -0.683 0.0374
C 3.828 -0.115 -1.796 0.0557
C 2.462 -0.251 -1.636 -0.1713
N 1.947 -0.518 -0.434 0.0397
C 1.455 -0.174 -2.708 -0.1770
C 1.745 -0.059 -4.052 0.0497
C 0.704 -0.047 -4.972 0.0294
C -0.604 -0.146 -4.524 0.0135
C -0.831 -0.249 -3.167 -0.0958
N 0.179 -0.267 -2.289 -0.0257
H -0.236 -2.520 4.638 0.1349
H 2.224 -2.265 5.008 0.1410
H 3.635 -1.408 3.168 0.1319
H -1.184 -1.841 2.444 0.1104
H 4.719 -0.726 1.412 0.1334
H 5.716 -0.155 -0.781 0.1435
H 4.259 0.103 -2.763 0.1343
H 2.770 0.009 -4.389 0.1335
H 0.916 0.034 -6.030 0.1420
H -1.441 -0.140 -5.208 0.1368
H -1.835 -0.305 -2.768 0.1183
C -3.287 3.776 1.410 -0.0058
C -2.374 2.602 1.589 -0.4690
O -1.624 2.697 2.689 0.1342
P -3.149 0.891 1.338 0.4908
O -4.189 1.036 0.197 -0.0334
O -3.969 0.703 2.640 -0.0076
O -2.065 -0.128 1.215 -0.3481
P -1.005 2.449 0.015 0.4074
O -0.880 3.924 -0.441 -0.0130
O -1.743 1.601 -0.974 -0.3060
O 0.185 1.817 0.677 -0.3067
H -4.096 3.697 2.146 0.1276
H -3.722 3.815 0.413 0.1090
H -2.760 4.706 1.621 0.1190
H -1.058 1.918 2.841 0.1456
H -3.847 1.194 -0.698 0.1112
H -4.938 0.742 2.633 0.1483
H -0.228 4.510 -0.022 0.1484
C -0.387 -3.457 -1.097 -0.0398
O -1.091 -2.370 -0.427 -0.2372
H -0.396 -3.317 -2.176 0.0912
H -0.858 -4.398 -0.833 0.1077
H 0.633 -3.446 -0.724 0.0888
H -2.020 -2.370 -0.695 0.1135
```

## Properties
**HOMO energy (spin up / spin down)**: -17.749 / -17.739 eV
**Net charge**: +3
**Frontier orbital gap (spin up / spin down)**: 8.46 / 5.20 eV
**Molecular weight**: 665.41 g/mol
**Spin multiplicity**: 5
**Relative energy (zero: lowest compared OMol25 entry of this formula, charge and spin)**: 0.086 eV
**LUMO (spin up / spin down)**: -9.3 / -12.5 eV

No. 5
C5H16N2O | ωB97M-V with the def2-TZVPD basis set

XYZ file:
```
24
Properties=species:S:1:pos:R:3:lowdin_charge:R:1
C -1.169 1.615 2.285 -0.0436
C -0.860 1.349 0.790 -0.3681
C 0.013 0.108 0.576 -0.1384
C 0.565 -0.043 -0.841 -0.2669
C -0.083 0.133 -2.022 0.1274
N 1.906 -0.720 -0.983 0.1663
N -2.203 1.066 0.201 0.2017
H -1.840 2.467 2.566 0.1144
H -0.127 1.859 2.801 0.1456
H -1.408 0.631 2.645 0.0752
H -0.205 2.271 0.353 0.2218
H -0.520 -0.893 0.907 0.1704
H 0.908 -0.063 1.372 0.1853
H 0.158 -0.247 -3.007 0.0969
H -1.005 0.764 -1.969 0.0719
H 2.272 -0.636 -1.968 0.1818
H 2.649 -0.224 -0.601 0.1282
H 1.772 -1.889 -0.765 0.1452
H -2.918 1.810 0.476 0.2139
H -2.144 1.144 -0.814 0.1270
H -2.646 0.177 0.468 0.1912
H 2.288 -3.475 -1.607 0.0809
H 2.367 -3.974 -0.151 0.1048
O 2.229 -3.230 -0.710 0.0670
```

## Properties
**HOMO energy**: -17.931 eV
**Net charge**: +2
**Frontier orbital gap**: 11.21 eV
**Molecular weight**: 120.20 g/mol
**Relative energy (zero: lowest compared OMol25 entry of this formula, charge and spin)**: 2.322 eV
**LUMO**: -6.7 eV

No. 6
C30H60AgBr6Cl3O6 | ωB97M-V with the def2-TZVPD basis set

XYZ file:
```
106
Properties=species:S:1:pos:R:3:lowdin_charge:R:1
Ag -10.555 -7.546 28.235 0.5706
C -12.772 -0.856 30.594 -0.1040
C -13.420 -1.549 29.381 -0.6165
C -13.566 -0.548 28.249 -0.0870
O -12.874 -2.834 29.160 -0.2394
H -11.735 -0.646 30.333 0.0701
H -12.885 -1.358 31.555 0.0654
H -13.280 0.083 30.812 0.0565
H -14.384 -1.684 29.872 0.1117
H -14.408 -0.792 27.602 0.0629
H -12.729 -0.469 27.556 0.0683
H -13.715 0.442 28.680 0.0587
C -17.507 -6.355 25.763 -1.5364
Cl -17.899 -8.063 25.918 0.4968
Cl -18.476 -5.458 26.934 0.5239
Cl -17.789 -5.942 24.045 0.4961
H -16.475 -6.232 26.092 0.0177
C -5.566 -3.917 25.343 -0.1521
C -6.015 -3.222 26.601 -0.1766
C -6.220 -4.325 27.634 -0.2172
O -6.591 -5.413 26.849 -0.1634
C -5.948 -5.444 25.600 -0.1789
H -4.494 -3.785 25.198 0.1034
H -6.162 -3.685 24.460 0.1018
H -6.924 -2.673 26.356 0.1128
H -5.296 -2.463 26.909 0.1093
H -6.995 -4.070 28.357 0.1179
H -5.381 -4.556 28.291 0.1149
H -6.743 -5.670 24.889 0.1105
H -5.076 -6.096 25.549 0.1115
C -9.147 -9.790 34.850 -0.2055
C -9.546 -8.366 35.049 -0.1674
C -9.071 -7.680 33.712 -0.1518
O -9.161 -8.776 32.752 -0.1495
C -9.448 -10.004 33.404 -0.2401
H -9.597 -10.533 35.510 0.1199
H -8.067 -9.910 34.937 0.1170
H -9.121 -7.932 35.954 0.1107
H -10.628 -8.278 35.155 0.1108
H -8.059 -7.278 33.759 0.1094
H -9.714 -6.814 33.555 0.1070
H -8.793 -10.760 32.971 0.1190
H -10.480 -10.343 33.315 0.1159
C -17.312 5.534 28.799 -0.1722
C -18.318 5.110 27.785 -0.1886
C -19.494 6.049 28.018 -0.2137
O -18.844 7.267 28.302 -0.1526
C -17.738 6.967 29.157 -0.1853
H -16.332 5.620 28.331 0.1066
H -17.220 4.833 29.628 0.1125
H -18.570 4.060 27.936 0.1107
H -18.015 5.198 26.741 0.1134
H -20.017 5.701 28.909 0.1139
H -20.250 6.202 27.248 0.1242
H -18.163 7.036 30.158 0.1128
H -16.974 7.732 29.015 0.1183
C -7.876 -1.136 35.861 -0.1821
C -6.571 -0.993 36.577 -0.1852
C -6.674 -2.095 37.623 -0.2401
O -8.028 -2.151 37.951 -0.1396
C -8.904 -1.549 36.984 -0.1453
H -7.801 -1.838 35.030 0.1049
H -8.105 -0.256 35.262 0.1049
H -6.589 -0.018 37.062 0.1166
H -5.693 -1.182 35.960 0.1158
H -6.060 -1.797 38.473 0.1146
H -6.226 -3.032 37.293 0.1137
H -9.360 -0.672 37.443 0.1110
H -9.687 -2.205 36.603 0.1108
C -12.250 -6.801 20.998 -0.2006
C -11.446 -5.654 21.510 -0.1941
C -11.870 -5.566 22.927 -0.2272
O -11.805 -6.926 23.306 -0.1509
C -12.339 -7.703 22.176 -0.1810
H -11.663 -7.146 20.146 0.1139
H -13.275 -6.650 20.661 0.1180
H -11.679 -4.728 20.986 0.1175
H -10.381 -5.799 21.327 0.1227
H -12.875 -5.176 23.087 0.1242
H -11.216 -5.004 23.594 0.1241
H -13.344 -8.046 22.421 0.1157
H -11.753 -8.575 21.885 0.1150
Br -16.563 -8.586 33.486 0.6001
C -16.259 -6.634 33.551 -0.6818
C -16.873 -6.182 34.858 -0.6919
Br -16.581 -4.217 35.155 0.5609
H -16.743 -6.231 32.661 0.0556
H -15.228 -6.299 33.442 0.0596
H -16.482 -6.732 35.714 0.0475
H -17.930 -6.422 34.747 0.0487
Br -7.741 3.896 30.347 0.5180
C -9.615 4.663 30.502 -0.6107
C -9.591 6.191 30.362 -0.6021
Br -8.884 6.870 28.549 0.4863
H -9.941 4.290 31.473 0.0502
H -10.320 4.290 29.759 0.0603
H -8.954 6.629 31.130 0.0481
H -10.594 6.615 30.403 0.0491
Br -16.768 -0.733 19.478 0.5242
C -17.889 0.212 20.898 -0.6549
C -19.342 0.172 20.517 -0.6977
Br -20.254 1.356 21.786 0.6154
H -17.539 1.235 21.036 0.0439
H -17.680 -0.194 21.888 0.0586
H -19.851 -0.791 20.557 0.0566
H -19.688 0.470 19.528 0.0537
```

## Properties
**HOMO energy**: -5.900 eV
**Frontier orbital gap**: 2.52 eV
**Molecular weight**: 1210.45 g/mol
**Relative energy (zero: lowest compared OMol25 entry of this formula, charge and spin)**: 8.790 eV
**LUMO**: -3.4 eV

No. 7
C28H30F8IrN6O4PSe | ωB97M-V with the def2-TZVPD basis set

XYZ file:
```
79
Properties=species:S:1:pos:R:3:lowdin_charge:R:1
Ir 0.722 0.028 -0.513 1.5186
C -2.127 2.122 -2.858 0.0054
C -1.022 1.287 -2.316 -0.2379
N -0.668 1.290 -1.080 -0.1374
N -1.254 2.047 -0.106 0.1155
C -0.755 1.723 1.077 -0.3912
O 0.124 0.779 1.275 -0.2512
C -1.222 2.458 2.263 -0.1454
C -0.599 2.229 3.488 -0.0093
C -1.032 2.899 4.620 -0.0562
C -2.080 3.806 4.530 -0.0592
C -2.693 4.045 3.306 -0.0621
C -2.267 3.376 2.172 -0.0179
C -0.192 0.391 -3.166 -0.2066
C -0.435 0.176 -4.505 0.0102
C 0.375 -0.708 -5.211 -0.0163
C 1.419 -1.339 -4.564 -0.0138
C 1.619 -1.077 -3.216 -0.0695
N 0.833 -0.244 -2.544 -0.0498
H -2.491 2.789 -2.083 0.0797
H -2.954 1.495 -3.200 0.0993
H -1.780 2.712 -3.708 0.0985
H 0.234 1.542 3.538 0.0917
H -0.548 2.720 5.571 0.1058
H -2.414 4.334 5.413 0.1112
H -3.504 4.757 3.236 0.1096
H -2.736 3.552 1.215 0.1095
H -1.258 0.684 -4.987 0.1256
H 0.192 -0.894 -6.261 0.1246
H 2.080 -2.017 -5.084 0.1216
H 2.427 -1.526 -2.652 0.1262
F 1.237 0.743 8.723 0.1613
C 1.181 0.253 7.497 -0.1233
C 0.000 -0.310 7.034 -0.1445
F -1.065 -0.352 7.829 0.1403
C -0.052 -0.813 5.752 -0.2581
F -1.197 -1.344 5.335 0.0923
C 1.055 -0.767 4.897 -0.4958
Se 0.958 -1.392 3.144 1.0617
C 2.232 -0.194 5.397 -0.2520
F 3.312 -0.110 4.634 0.1085
C 2.301 0.310 6.680 -0.1373
F 3.420 0.858 7.138 0.1447
C -2.270 -4.314 1.292 -0.0847
N -1.936 -3.016 0.713 -0.2797
C -2.430 -1.877 1.494 -0.0763
P -0.960 -2.870 -0.589 0.6047
O -0.632 -1.384 -0.763 -0.3819
N -1.689 -3.323 -1.996 -0.2950
C -2.199 -4.684 -2.146 -0.0925
C -2.444 -2.358 -2.791 -0.0778
N 0.231 -3.965 -0.398 -0.2808
C 0.931 -4.089 0.888 -0.0981
C 0.993 -4.518 -1.516 -0.0796
H -3.353 -4.425 1.357 0.0937
H -1.854 -4.401 2.300 0.0949
H -1.870 -5.124 0.690 0.0722
H -3.490 -2.027 1.710 0.0934
H -2.311 -0.952 0.936 0.0700
H -1.892 -1.778 2.436 0.0428
H -1.608 -5.386 -1.564 0.0713
H -2.135 -4.975 -3.196 0.0948
H -3.245 -4.756 -1.832 0.0947
H -2.095 -1.353 -2.593 0.0522
H -3.514 -2.412 -2.566 0.0957
H -2.309 -2.579 -3.852 0.0924
H 0.393 -3.552 1.664 0.0024
H 1.934 -3.671 0.825 0.0710
H 0.998 -5.144 1.163 0.1013
H 0.522 -4.270 -2.463 0.0727
H 1.054 -5.604 -1.419 0.0959
H 2.012 -4.122 -1.515 0.0894
F 3.321 0.878 -0.860 0.0846
C 3.694 0.396 0.373 -0.5419
F 4.968 0.642 0.541 0.2113
F 2.979 1.127 1.254 0.1293
C 3.309 -1.103 0.494 -0.5690
O 4.096 -1.887 0.947 0.1385
O 2.106 -1.360 0.078 -0.2393
```

## Properties
**HOMO energy (spin up / spin down)**: -10.974 / -11.035 eV
**Net charge**: +1
**Frontier orbital gap (spin up / spin down)**: 6.67 / 6.68 eV
**Molecular weight**: 968.72 g/mol
**Spin multiplicity**: 2
**Relative energy (zero: lowest compared OMol25 entry of this formula, charge and spin)**: 1.079 eV
**LUMO (spin up / spin down)**: -4.3 / -4.4 eV

No. 8
C5H8N2O4P2 | ωB97M-V with the def2-TZVPD basis set

XYZ file:
```
21
Properties=species:S:1:pos:R:3:lowdin_charge:R:1
C -3.011 -2.185 -0.564 -0.1778
C -2.181 -1.176 -0.878 -0.1859
C -3.452 -0.543 0.753 -0.2654
C 2.679 0.282 0.331 -0.2295
C -0.014 1.165 -0.125 -0.3172
N -3.898 -1.746 0.463 0.0146
N -2.440 -0.174 -0.029 -0.1053
O 1.139 -0.826 -1.801 -0.4240
O -2.071 2.078 -1.563 -0.4077
O 0.466 -1.410 0.561 -0.3904
O -2.385 2.350 0.944 -0.4112
P 0.937 -0.425 -0.385 0.2202
P -1.802 1.543 -0.195 0.3619
H -3.058 -3.172 -0.904 0.0500
H -1.388 -1.184 -1.692 0.1242
H -3.808 0.098 1.419 0.0563
H 3.187 0.773 -0.573 0.0125
H 2.450 0.901 1.263 0.0121
H 3.165 -0.769 0.632 0.0359
H 0.520 1.867 -0.689 0.0217
H 0.164 1.489 0.851 0.0052
```

## Properties
**HOMO energy**: -1.752 eV
**Net charge**: -2
**Frontier orbital gap**: 8.17 eV
**Molecular weight**: 222.08 g/mol
**Relative energy (zero: lowest compared OMol25 entry of this formula, charge and spin)**: 0.000 eV
**LUMO**: 6.4 eV

no.,total energy (eV)
1,-124132.321
2,-7264.693
3,-11376.196
4,-61673.498
5,-10453.809
6,-506178.266
7,-145862.308
8,-35066.589